DFT (the ωB97M-V functional and the def2-TZVPD basis) results for one molecule with the formula C4H6O2.

ORCA input file:
```
! RIJCOSX wB97M-V def2-TZVPD def2/J DEFGRID3
* xyz 0 1
O 0.09 -1.26 -1.31
C 0.05 -0.18 -0.43
C -1.26 0.02 0.36
C 0.09 1.26 -0.96
O 0.93 1.60 0.03
C 1.30 0.23 0.36
H -0.08 -2.07 -0.82
H -2.01 -0.71 0.06
H -1.13 0.05 1.45
H -1.66 1.01 0.04
H 1.40 0.04 1.43
H 2.22 0.00 -0.17
*
```

Molar mass   86.090 g/mol
LUMO   0.65 eV
Frontier orbital gap   9.50 eV
Energy relative to the best compared isomer or geometry (same formula, charge and spin)   417.60 kJ/mol